{"formula": "C5H12O3", "method": "ωB97M-V/def2-TZVPD", "de_lowest_kj_mol": 251.5, "homo_lumo_gap_ev": 10.316, "lumo_ev": 0.692, "max_force_ha_per_bohr": 0.0392, "symbols": ["O", "C", "C", "C", "C", "C", "O", "H", "H", "H", "H", "H", "H", "H", "H", "H", "H", "H", "H", "O"], "coordinates": [[2.035939, -2.319512, -0.582070], [1.112382, -2.550980, 0.152468], [-0.212828, -1.819110, -0.123653], [0.082218, -0.300722, 0.018310], [-0.585191, 0.270094, 1.321026], [-1.856425, 0.942928, 0.941136], [-1.440633, 2.112039, 0.186740], [1.074832, -3.266098, 0.974702], [-0.389689, -2.340647, -1.118903], [-1.052853, -1.959589, 0.556790], [1.161020, -0.130901, -0.028758], [-0.353579, 0.309410, -0.789778], [0.125041, 1.040858, 1.638810], [-0.720175, -0.582950, 2.023442], [-2.229594, 0.121583, 0.294660], [-2.661767, 1.332637, 1.649654], [-1.747694, 2.136019, -0.723887], [1.106831, 3.341920, -1.103356], [0.980471, 2.538072, -2.397334], [1.065384, 2.442672, -1.443953]], "forces_ev_per_a": [[0.34, -0.60, 0.64], [-1.44, 0.82, -0.33], [0.87, -0.25, -0.51], [-0.91, 0.31, -0.70], [1.94, -0.41, 0.37], [-1.18, 0.49, -1.31], [-0.39, -0.05, 0.32], [0.72, -0.51, 0.27], [-0.48, 1.45, 0.71], [0.14, -1.03, -0.07], [-0.27, 0.09, 0.13], [0.43, -0.46, 0.05], [-0.18, -0.30, 0.80], [0.15, 0.91, 0.03], [-1.10, 0.91, -0.06], [1.41, -1.09, -0.37], [-0.13, -0.32, 0.19], [-0.06, -0.04, 0.03], [0.09, 0.03, -0.01], [0.04, 0.03, -0.14]], "nbo_charge": [-0.525, 0.450, -0.529, -0.398, -0.428, -0.081, -0.747, 0.111, 0.237, 0.202, 0.233, 0.220, 0.223, 0.198, 0.160, 0.193, 0.476, 0.473, 0.466, -0.935]}

=====

{"formula": "C31H53NO7", "method": "ωB97M-V/def2-TZVPD", "de_lowest_kj_mol": 0.0, "homo_lumo_gap_ev": 10.391, "lumo_ev": 0.444, "max_force_ha_per_bohr": 0.0435, "symbols": ["C", "C", "C", "C", "C", "C", "C", "C", "C", "C", "C", "C", "C", "C", "O", "O", "C", "O", "C", "C", "C", "O", "C", "C", "C", "C", "N", "C", "C", "C", "C", "O", "C", "C", "O", "H", "H", "H", "H", "H", "H", "H", "H", "H", "H", "H", "H", "H", "H", "H", "H", "H", "H", "H", "H", "H", "H", "H", "H", "H", "H", "H", "H", "H", "H", "H", "H", "H", "H", "H", "H", "H", "H", "H", "H", "H", "H", "H", "H", "H", "C", "C", "C", "O", "H", "H", "H", "H", "H", "H", "H", "H"], "coordinates": [[-5.278111, -2.686338, -2.879149], [-4.739766, -1.456661, -3.626299], [-3.194134, -1.434678, -3.659521], [-2.668233, -2.185672, -4.905265], [-1.203817, -1.862672, -5.253063], [-0.215350, -2.225351, -4.121090], [0.222895, -3.705718, -4.242012], [1.635359, -3.943751, -3.696197], [1.784487, -3.380231, -2.246278], [2.644342, -4.271572, -1.327467], [3.736585, -3.528768, -0.533634], [3.282393, -2.236876, 0.164365], [2.424099, -2.464053, 1.426057], [0.979563, -2.846554, 1.044117], [0.500055, -3.944387, 0.930739], [0.309053, -1.657271, 0.885422], [0.585928, -0.877845, 2.087140], [0.168052, 0.395474, 1.686334], [0.176952, 1.361185, 2.714536], [-0.383769, 2.677128, 2.096084], [0.759921, 3.605028, 1.644517], [-1.251509, 3.355625, 3.006014], [-0.443447, -1.444251, 3.081075], [-1.747255, -1.557016, 2.617966], [-2.697673, -2.016676, 3.489445], [-2.311710, -2.327981, 4.773584], [-1.086551, -2.255436, 5.246760], [-0.192508, -1.803153, 4.375033], [2.088147, -1.217922, 2.300698], [3.161069, -0.130304, 2.479953], [3.519624, 0.734715, 1.248138], [2.575447, 0.647303, 0.178128], [3.109862, 1.159296, -0.984016], [2.601513, 2.495274, -1.486100], [3.960040, 0.559713, -1.607510], [-6.357043, -2.565112, -2.731712], [-4.826648, -2.807435, -1.891524], [-5.129517, -3.588676, -3.477854], [-5.137402, -1.493059, -4.645865], [-5.094480, -0.523566, -3.176887], [-2.811277, -1.969022, -2.782775], [-2.794845, -0.415743, -3.636422], [-3.335614, -1.933570, -5.738003], [-2.755047, -3.271438, -4.764324], [-0.961727, -2.423117, -6.163958], [-1.143102, -0.801649, -5.525589], [0.636527, -1.541310, -4.214002], [-0.692814, -2.032049, -3.158693], [-0.473426, -4.290776, -3.628325], [0.173840, -3.994244, -5.294903], [1.953488, -4.988317, -3.748963], [2.333607, -3.362016, -4.315050], [2.161211, -2.361670, -2.349434], [0.763994, -3.362068, -1.844460], [3.160935, -4.990854, -1.976703], [2.040430, -4.876447, -0.649244], [4.155264, -4.205063, 0.225955], [4.572712, -3.292633, -1.201148], [2.719574, -1.626424, -0.540470], [4.185907, -1.688898, 0.449371], [2.984220, -3.215676, 1.989087], [1.170223, 1.597846, 3.112493], [-0.474189, 1.129383, 3.569550], [-1.008676, 2.340297, 1.257209], [1.662114, 2.993564, 1.604389], [0.542186, 4.028186, 0.664273], [0.853655, 4.389975, 2.397505], [-2.028270, 2.801043, 3.130639], [-1.975447, -1.266117, 1.601138], [-3.724429, -2.090028, 3.154703], [-3.088254, -2.666046, 5.459055], [0.831238, -1.702165, 4.735266], [2.072389, -1.662713, 3.307499], [2.966174, 0.515327, 3.337947], [4.078036, -0.668638, 2.747186], [4.506731, 0.433760, 0.881733], [3.621152, 1.785949, 1.556100], [2.000548, 3.010957, -0.736622], [3.429552, 3.116262, -1.822678], [1.947487, 2.314366, -2.344807], [-1.462767, 8.923770, 2.679995], [-1.366336, 7.520811, 2.099386], [-2.620347, 6.711342, 2.365080], [-0.248498, 6.843068, 2.665467], [-1.591425, 8.883290, 3.765302], [-0.545653, 9.481524, 2.486231], [-2.302466, 9.473490, 2.251309], [-1.194088, 7.583586, 1.023568], [-2.782627, 6.592906, 3.440078], [-2.516132, 5.710490, 1.945118], [-3.504910, 7.183634, 1.932872], [-0.387287, 6.782110, 3.616404]], "forces_ev_per_a": [[-0.47, 0.46, -0.21], [0.48, -0.10, 0.40], [-0.18, -0.78, -0.56], [0.17, 0.21, 0.17], [-0.62, -0.02, 0.07], [-0.15, 0.03, -1.03], [0.26, 0.39, 0.69], [0.25, 0.88, 0.26], [-0.57, -1.03, -0.42], [0.71, 0.03, -0.37], [-0.18, -0.07, 0.31], [-0.20, -0.10, -0.24], [-0.40, 0.53, -0.53], [0.92, -0.75, 0.17], [0.04, 1.22, -0.22], [-0.47, -0.73, -0.06], [-0.57, -0.84, -1.76], [0.80, -0.06, 0.61], [-0.64, 1.55, 0.25], [-0.08, -0.73, -0.24], [-0.88, -0.52, 0.38], [0.42, 0.15, 0.06], [0.33, 0.53, -0.39], [0.17, 0.23, -0.28], [-0.30, 0.33, -0.72], [-1.20, -0.62, 0.89], [0.05, 0.18, -0.09], [1.38, 0.11, 0.45], [0.48, -0.22, 2.17], [0.09, -0.03, -0.95], [0.58, 0.06, 0.46], [0.08, 0.74, -0.14], [1.03, -0.41, -1.14], [-0.73, -0.23, 0.42], [-0.77, 0.36, 0.85], [0.09, -0.18, 0.01], [0.07, -0.02, -0.13], [0.11, 0.00, 0.20], [0.08, 0.20, 0.05], [-0.13, -0.20, 0.09], [-0.09, 0.35, 0.12], [-0.08, -0.05, -0.08], [0.28, -0.02, -0.10], [-0.12, 0.12, 0.09], [0.20, 0.12, 0.10], [0.06, -0.06, 0.19], [0.10, -0.25, 0.14], [0.23, 0.03, 0.01], [-0.02, -0.23, -0.41], [-0.12, -0.22, 0.15], [-0.27, 0.01, 0.00], [-0.01, -0.31, -0.11], [-0.05, -0.04, 0.33], [0.20, 0.39, 0.19], [0.03, 0.02, 0.19], [-0.15, 0.22, -0.12], [-0.04, 0.01, -0.12], [-0.17, 0.15, 0.00], [0.25, 0.12, 0.10], [-0.18, 0.06, 0.00], [-0.62, -0.09, 0.28], [0.03, -0.43, -0.06], [0.08, -0.48, -0.20], [0.33, 0.11, -0.15], [0.09, 0.30, -0.19], [0.13, 0.21, 0.16], [0.16, 0.07, -0.23], [-0.01, 0.04, 0.03], [-0.07, -0.08, 0.03], [-0.03, -0.14, 0.25], [0.22, -0.03, 0.07], [-0.19, -0.11, 0.22], [0.15, 0.13, -0.15], [-0.32, -0.13, -0.10], [-0.11, 0.01, -0.01], [-0.18, -0.03, -0.11], [-0.14, -0.09, -0.05], [0.18, -0.02, -0.04], [0.04, -0.15, 0.06], [0.13, -0.06, 0.03], [0.10, 0.13, -0.12], [-0.24, 0.09, 0.62], [-0.21, -0.17, -0.19], [0.37, 0.00, -0.33], [-0.10, -0.06, -0.02], [-0.02, -0.01, -0.06], [0.00, 0.00, 0.03], [0.19, -0.09, 0.03], [0.00, 0.10, 0.01], [0.01, 0.01, 0.00], [0.01, 0.02, 0.02], [-0.06, -0.03, -0.01]], "mulliken_charge": [-1.158, -0.628, -0.187, -0.708, -1.132, 0.063, -0.855, -1.143, 0.568, -1.113, -1.240, 0.231, 0.358, -0.246, -0.620, -0.453, 1.146, 0.000, -0.299, 0.030, -0.606, -0.559, -0.026, -1.074, -0.550, -0.332, -0.735, 0.204, 0.190, -1.949, -1.004, -0.015, 0.521, -0.864, -0.556, 0.376, 0.291, 0.295, 0.284, 0.347, 0.055, 0.411, 0.484, 0.244, 0.391, 0.372, 0.380, -0.048, 0.290, 0.529, 0.444, 0.324, 0.212, -0.060, 0.545, 0.343, 0.413, 0.357, -0.282, 0.240, 0.623, 0.017, 0.455, 0.214, -0.171, 0.267, 0.289, 0.357, 0.478, 0.401, 0.402, 0.505, 0.679, 0.559, 0.498, 0.716, 0.601, -0.091, 0.367, 0.328, -1.316, 0.378, -1.086, -0.495, 0.347, 0.321, 0.371, 0.257, 0.317, 0.177, 0.399, 0.341]}

=====

Copy entry 1 word for word.
{"formula": "C5H12O3", "method": "ωB97M-V/def2-TZVPD", "de_lowest_kj_mol": 251.5, "homo_lumo_gap_ev": 10.316, "lumo_ev": 0.692, "max_force_ha_per_bohr": 0.0392, "symbols": ["O", "C", "C", "C", "C", "C", "O", "H", "H", "H", "H", "H", "H", "H", "H", "H", "H", "H", "H", "O"], "coordinates": [[2.035939, -2.319512, -0.582070], [1.112382, -2.550980, 0.152468], [-0.212828, -1.819110, -0.123653], [0.082218, -0.300722, 0.018310], [-0.585191, 0.270094, 1.321026], [-1.856425, 0.942928, 0.941136], [-1.440633, 2.112039, 0.186740], [1.074832, -3.266098, 0.974702], [-0.389689, -2.340647, -1.118903], [-1.052853, -1.959589, 0.556790], [1.161020, -0.130901, -0.028758], [-0.353579, 0.309410, -0.789778], [0.125041, 1.040858, 1.638810], [-0.720175, -0.582950, 2.023442], [-2.229594, 0.121583, 0.294660], [-2.661767, 1.332637, 1.649654], [-1.747694, 2.136019, -0.723887], [1.106831, 3.341920, -1.103356], [0.980471, 2.538072, -2.397334], [1.065384, 2.442672, -1.443953]], "forces_ev_per_a": [[0.34, -0.60, 0.64], [-1.44, 0.82, -0.33], [0.87, -0.25, -0.51], [-0.91, 0.31, -0.70], [1.94, -0.41, 0.37], [-1.18, 0.49, -1.31], [-0.39, -0.05, 0.32], [0.72, -0.51, 0.27], [-0.48, 1.45, 0.71], [0.14, -1.03, -0.07], [-0.27, 0.09, 0.13], [0.43, -0.46, 0.05], [-0.18, -0.30, 0.80], [0.15, 0.91, 0.03], [-1.10, 0.91, -0.06], [1.41, -1.09, -0.37], [-0.13, -0.32, 0.19], [-0.06, -0.04, 0.03], [0.09, 0.03, -0.01], [0.04, 0.03, -0.14]], "nbo_charge": [-0.525, 0.450, -0.529, -0.398, -0.428, -0.081, -0.747, 0.111, 0.237, 0.202, 0.233, 0.220, 0.223, 0.198, 0.160, 0.193, 0.476, 0.473, 0.466, -0.935]}